Entry 1:
The following is a DFT calculation (the ωB97M-V functional and the def2-TZVPD basis) of the molecule C11H16N4 in a non-equilibrium geometry.

Structure (XYZ):
```
31
C11H16N4 | the OMol25 dataset | the ωB97M-V functional and the def2-TZVPD basis
C -1.673 1.842 -0.936
C -0.985 0.546 -0.697
N -1.573 -0.569 -0.698
C -0.675 -1.684 -0.529
C -1.102 -2.497 0.694
C -0.742 -2.553 -1.784
C 0.756 -1.051 -0.366
N 1.315 -1.296 0.941
N 1.433 -0.315 1.645
C 1.034 0.943 1.082
C -0.085 1.533 1.925
C 2.235 1.871 1.009
C 0.513 0.463 -0.482
C 1.245 1.132 -1.502
N 1.810 1.659 -2.348
H -2.423 1.714 -1.712
H -0.959 2.605 -1.239
H -2.186 2.174 -0.034
H -2.098 -2.898 0.528
H -1.126 -1.869 1.582
H -0.402 -3.310 0.864
H -1.776 -2.845 -1.963
H -0.137 -3.448 -1.649
H -0.384 -2.005 -2.656
H 1.443 -1.472 -1.103
H 0.264 1.618 2.953
H -0.964 0.890 1.913
H -0.354 2.523 1.565
H 2.604 2.053 2.017
H 1.956 2.821 0.558
H 3.038 1.427 0.423
```

* total charge: 0
* lowest unoccupied orbital energy: 0.74 eV
* relative energy (zero: lowest compared OMol25 entry of this formula, charge and spin): 0.0 kcal per mole
* SMILES: CC1=NC(C)(C)[C@@H]2N=NC(C)(C)[C@]12C#N
* Kohn-Sham gap: 10.2 eV


Entry 2:
The following is a DFT calculation (the ωB97M-V functional and the def2-TZVPD basis) of the molecule CH4NO3P in a non-equilibrium geometry.

Structure (XYZ):
```
10
CH4NO3P | the OMol25 dataset | the ωB97M-V functional and the def2-TZVPD basis
C -1.455 -0.139 0.110
N 1.532 1.055 0.252
O 1.391 -1.906 -0.180
O -0.672 -0.350 -1.027
O -0.585 -0.520 1.100
P 0.586 -0.681 -0.012
H -1.755 0.818 0.009
H -2.395 -0.731 0.260
H 2.468 0.842 -0.192
H 0.886 1.612 -0.321
```

* total charge: 0
* lowest unoccupied orbital energy: 0.61 eV
* relative energy (zero: lowest compared OMol25 entry of this formula, charge and spin): 27.0 kcal per mole
* Kohn-Sham gap: 11.6 eV


Entry 3:
The following is a DFT calculation (the ωB97M-V functional and the def2-TZVPD basis) of a structure of composition C18H17BN8ORu in a non-equilibrium geometry.

Structure (XYZ):
```
46
C18H17BN8ORu | the OMol25 dataset | the ωB97M-V functional and the def2-TZVPD basis
Ru 0.284 0.477 0.574
C -3.008 2.477 2.208
C -1.910 1.642 2.344
N -1.235 1.612 1.185
N -1.866 2.414 0.312
C -2.943 2.941 0.897
B -1.237 2.663 -1.078
N -1.258 1.348 -1.870
C -1.845 1.081 -3.042
C -1.580 -0.238 -3.378
C -0.802 -0.721 -2.332
N -0.613 0.247 -1.437
N 0.255 3.010 -0.819
C 0.902 4.139 -1.109
C 2.184 4.076 -0.573
C 2.243 2.840 0.041
N 1.074 2.192 -0.117
H -3.752 2.707 2.949
H -1.567 1.087 3.202
H -3.603 3.618 0.380
H -1.800 3.537 -1.645
H -2.404 1.833 -3.572
H -1.898 -0.772 -4.255
H -0.382 -1.705 -2.198
H 0.433 4.937 -1.659
H 2.953 4.825 -0.624
H 3.057 2.416 0.603
O -0.671 -1.100 1.165
C -0.523 -2.369 1.050
C -1.656 -3.218 1.162
C -1.523 -4.567 1.010
C -0.254 -5.134 0.792
C 0.873 -4.339 0.720
C 0.774 -2.951 0.823
C 1.928 -2.103 0.712
N 1.968 -0.778 0.449
C 3.287 -0.436 0.369
C 4.061 -1.538 0.602
N 3.199 -2.562 0.809
H -2.617 -2.754 1.346
H -2.396 -5.204 1.053
H -0.165 -6.206 0.675
H 1.829 -4.807 0.530
H 3.614 0.553 0.112
H 5.131 -1.657 0.615
H 3.458 -3.513 1.020
```

* total charge: +2
* lowest unoccupied orbital energy (spin up / spin down): -9.90 / -9.61 eV
* Kohn-Sham gap (spin up / spin down): 4.7 / 5.3 eV


Entry 4:
The following is a DFT calculation (the ωB97M-V functional and the def2-TZVPD basis) of a cluster of 9 separate species, C8H32F2NO12S2 in total in a non-equilibrium geometry.

Structure (XYZ):
```
57
C8H32F2NO12S2 | the OMol25 dataset | the ωB97M-V functional and the def2-TZVPD basis
N -0.692 -1.048 -0.349
S -0.140 0.135 0.578
O 0.516 1.132 -0.177
O 0.371 -0.212 1.850
F -1.534 0.802 0.955
S 0.572 -2.099 -0.296
O 0.500 -2.968 0.820
O 1.810 -1.536 -0.699
F 0.177 -2.984 -1.527
C 3.082 1.408 -2.899
O 3.411 2.789 -2.786
H 2.470 1.268 -3.796
H 3.956 0.761 -2.989
H 2.524 1.103 -2.009
H 2.645 3.166 -2.321
C -3.157 -3.047 -2.170
O -2.711 -3.022 -0.814
H -4.124 -3.534 -2.204
H -3.207 -2.029 -2.568
H -2.405 -3.556 -2.780
H -2.044 -2.327 -0.747
C 0.023 -3.513 4.141
O 1.208 -3.837 3.451
H 0.007 -3.992 5.118
H -0.123 -2.428 4.225
H -0.874 -3.860 3.605
H 1.009 -3.746 2.512
C 5.870 -0.541 -0.706
O 5.759 0.864 -0.819
H 4.938 -1.011 -0.375
H 6.159 -0.990 -1.662
H 6.610 -0.748 0.067
H 4.909 1.052 -1.227
C 0.440 4.273 -1.928
O 1.339 3.525 -1.117
H -0.165 3.614 -2.557
H -0.203 4.896 -1.300
H 1.013 4.928 -2.585
H 0.942 2.666 -0.908
C -2.416 0.982 -2.671
O -1.229 0.230 -2.876
H -3.103 0.779 -3.499
H -2.907 0.677 -1.744
H -2.204 2.054 -2.673
H -1.024 -0.204 -2.036
C -3.281 -1.889 2.375
O -3.896 -2.923 1.648
H -3.592 -1.976 3.423
H -2.190 -1.944 2.331
H -3.627 -0.886 2.083
H -3.441 -2.988 0.795
C -1.138 3.517 3.600
O -1.455 4.887 3.473
H -0.150 3.239 3.227
H -1.025 3.226 4.656
H -1.850 2.872 3.080
H -2.353 4.991 3.796
```

* total charge: -1
* lowest unoccupied orbital energy: 2.56 eV
* relative energy (zero: lowest compared OMol25 entry of this formula, charge and spin): 0.0 kcal per mole
* Kohn-Sham gap: 10.0 eV


The evaluated calculated total energy for the records listed, in turn: -17625.900 -18023.645 -36154.792 -61979.795 eV.